Entry from the OMol25 dataset: a 2-piece molecular cluster, C3H8N4 overall at a distorted geometry (ωB97M-V with the def2-TZVPD basis set).

As for the molecular weight: 100.1 g mol⁻¹. For the largest force on an atom, the calculation gives 4.28 eV/Å. Its frontier orbital gap is 0.3403 hartree. As for the energy above the lowest of the compared OMol25 structures with the same formula, charge and spin: 445.9 kJ/mol. Its LUMO energy is 0.67 eV. For the HOMO energy, the calculation gives -0.316 hartree.

```
15
Properties=species:S:1:pos:R:3:forces:R:3:nbo_charge:R:1
C -1.0449 -1.5548 1.5719 -2.0 -0.9 -0.4 -0.49
C 0.0803 0.3748 -0.7034 -1.3 -2.7 -3.1 0.00
C 0.1584 -0.6802 -1.8422 -1.6 -1.1 1.4 -0.65
N -0.3361 -0.5047 1.7732 0.4 1.7 1.6 0.05
N 0.2201 0.4445 2.0673 -0.5 -1.5 0.4 -0.04
N 1.0778 1.0872 -0.6329 2.3 2.5 1.9 -0.23
N 1.0437 2.1429 0.2627 1.9 0.2 -1.7 -0.66
H -0.9875 -1.8916 0.5219 -0.1 -0.2 0.9 0.23
H -1.9899 -1.7273 2.2287 2.2 0.4 -1.2 0.24
H -0.8724 0.5578 -0.2341 -0.3 0.1 0.2 0.16
H -0.7862 -1.3023 -1.8425 1.0 0.6 -0.1 0.19
H 1.0115 -1.3847 -1.8607 -0.3 0.6 0.5 0.23
H 0.1809 -0.1501 -2.7562 0.0 0.5 -1.1 0.22
H 0.2478 2.2134 0.8557 -0.1 0.0 0.6 0.36
H 1.9965 2.3750 0.5901 -1.4 -0.2 -0.1 0.38
```
Positions in Å, forces in eV/Å.